[1]
2 unconnected molecules or ions with the total composition C20H24F3N3O. Source: the Open Molecules 2025 dataset; level of theory: ωB97M-V with the def2-TZVPD basis set.

The geometry in XYZ format:
```
51
Properties=species:S:1:pos:R:3
C -0.66089 3.94340 -1.19768
N 0.61115 3.52533 -0.64951
C 1.62559 2.99940 -1.29085
C 2.98719 3.80692 -1.06147
F 3.21461 4.59956 -2.15294
F 2.97823 4.61544 0.03225
F 4.04136 2.95225 -0.94217
O 1.71992 1.95926 -1.96249
H -0.68364 5.03742 -1.32671
H -0.97571 3.45699 -2.13960
H -1.44835 3.69565 -0.47092
C -3.79586 -2.24354 -4.33557
N -4.07588 -1.71621 -3.01392
C -5.32599 -2.16205 -2.42930
C -3.12919 -1.08818 -2.22523
C -3.50268 0.08196 -1.50996
C -2.56628 0.80739 -0.81176
C -1.26642 0.27549 -0.58073
C -0.38462 0.94579 0.30025
C 0.55810 0.31285 1.13966
C 1.75032 0.99998 1.49279
C 2.69778 0.41833 2.29886
C 2.44796 -0.84566 2.91499
N 3.41649 -1.43024 3.68599
C 3.10847 -2.47110 4.65017
C 4.82941 -1.29981 3.37262
C 1.15226 -1.41817 2.76034
C 0.27754 -0.91453 1.81586
C -0.90526 -0.93183 -1.24866
C -1.79235 -1.55958 -2.10512
H -3.15948 -1.56106 -4.91064
H -3.31833 -3.22737 -4.28095
H -4.74306 -2.36439 -4.86986
H -5.60038 -1.53614 -1.57284
H -6.12329 -2.12904 -3.18129
H -5.23181 -3.20897 -2.09051
H -4.53405 0.43220 -1.57397
H -2.81271 1.76395 -0.34295
H -0.45455 2.02923 0.37346
H 1.89653 2.00093 1.08947
H 3.63326 0.95224 2.48953
H 2.20169 -2.23539 5.22022
H 2.98167 -3.45539 4.18093
H 3.94725 -2.54089 5.35024
H 5.02378 -0.38820 2.80149
H 5.40659 -1.27670 4.30366
H 5.18769 -2.17081 2.79776
H 0.87577 -2.28748 3.35151
H -0.68901 -1.38674 1.62094
H 0.10488 -1.31424 -1.10050
H -1.49572 -2.44826 -2.66490
```

Properties
- spin multiplicity = 1

[2]
8 unconnected molecules or ions with the total composition C20H24F4N4O12. Source: the Open Molecules 2025 dataset; level of theory: ωB97M-V with the def2-TZVPD basis set.

The geometry in XYZ format:
```
64
Properties=species:S:1:pos:R:3
O -3.71337 -5.84438 0.15273
C -2.64364 -5.79409 0.63868
O -1.77979 -6.81988 0.74276
C -0.63924 -6.43111 1.45967
C -0.64213 -4.92271 1.16599
F -0.07278 -4.69612 -0.05972
O -2.02123 -4.65595 1.11292
H -0.57831 -6.71659 2.51269
H 0.26704 -6.89044 1.05832
H -0.17050 -4.28367 1.91442
O 0.25285 2.52848 -1.11450
C 0.37798 1.44272 -0.66161
O 0.66679 1.22701 0.62539
C 0.29158 -0.11753 0.93337
C 0.56807 -0.77349 -0.39617
F -0.19614 -1.88108 -0.56804
O 0.22758 0.24158 -1.31591
H 0.93091 -0.46343 1.74214
H -0.75330 -0.21663 1.23945
H 1.61973 -1.05575 -0.26965
O -3.68842 6.87383 -0.34165
C -2.91015 6.27714 0.32944
O -2.86721 4.93503 0.42966
C -1.70002 4.57144 1.19141
C -1.30105 5.87709 1.86267
F 0.05114 6.05220 1.64238
O -2.01907 6.84618 1.19067
H -1.89315 3.79063 1.92570
H -1.00843 4.20808 0.42962
H -1.51484 5.89797 2.93175
O -1.73727 2.26911 -5.82547
C -0.98166 1.57154 -5.24025
O -1.20006 0.26299 -5.07621
C -0.14172 -0.33832 -4.35852
C 0.90776 0.76874 -4.38561
F 1.87348 0.49525 -5.32130
O 0.23070 1.94471 -4.74828
H -0.44243 -0.56751 -3.33651
H 0.14381 -1.30893 -4.76306
H 1.40348 0.75860 -3.41628
C -3.51760 1.87949 -1.29506
C -3.25305 1.04577 -0.09640
N -3.05183 0.39563 0.82811
H -2.66628 1.85203 -1.97132
H -3.84187 2.85805 -0.95511
H -4.31420 1.38842 -1.85639
C -1.13794 1.59405 4.26596
C -1.14340 2.96741 4.76043
N -1.12767 4.06328 5.09449
H -0.53433 0.94500 4.89779
H -0.85391 1.52883 3.22137
H -2.17301 1.28686 4.44856
C 6.17489 -1.62778 -1.28534
C 4.97973 -0.89995 -0.89402
N 4.03634 -0.33194 -0.57781
H 5.86302 -2.52163 -1.81664
H 6.72633 -1.89620 -0.38049
H 6.83061 -0.88755 -1.74571
C 3.62632 -3.21493 1.23473
C 2.66378 -2.86652 2.25989
N 1.81373 -2.66224 3.00419
H 3.61825 -4.25931 0.91869
H 4.65016 -3.05879 1.57623
H 3.43497 -2.64066 0.33075
```

Properties
- SMILES string = O=C1OC[C@@H](F)O1.O=C1OC[C@@H](F)O1.O=C1OC[C@@H](F)O1.O=C1OC[C@@H](F)O1.CC#N.CC#N.CC#N.CC#N
- spin multiplicity = 1

Results for frontier orbital gap: 4.9 10.9 (in eV, following the order of the records).
Results for HOMO: -6.6 -11.2 (in eV, following the order of the records).